1.
{
  "formula": "C4H6BrNO2",
  "method": "ωB97M-V/def2-TZVPD",
  "smiles": "N#C[C@H](O)[C@H](Br)CO",
  "largest_force_ev_per_a": 4.0,
  "charge": 0,
  "homo_ev": -10.397,
  "e_lumo_ha": 0.0111,
  "e_tot_ha": -2935.191690,
  "relative_energy_ev": 2.309,
  "species": ["N", "C", "C", "O", "C", "Br", "C", "O", "H", "H", "H", "H", "H", "H"],
  "coordinates": [[2.845, -0.675, 0.957], [1.783, -0.900, 0.600], [0.361, -1.232, 0.044], [0.278, -1.249, -1.387], [-0.586, 0.079, 0.540], [-2.399, -0.404, 0.056], [-0.113, 1.384, -0.207], [-1.032, 2.380, -0.093], [-0.195, -2.131, 0.396], [0.633, -2.113, -1.798], [-0.458, 0.276, 1.698], [-0.053, 0.929, -1.174], [0.858, 1.559, 0.411], [-1.921, 2.098, -0.043]],
  "forces_ev_per_a": [[0.45, 0.24, 0.25], [-2.47, -1.46, -1.19], [-0.99, 2.24, 0.27], [1.27, -1.49, -0.09], [1.96, -0.85, 1.33], [-0.02, 0.13, 0.28], [0.34, -3.24, 2.40], [1.42, 2.45, 0.19], [1.26, 0.49, 0.52], [-0.76, 1.96, 1.36], [-0.65, -0.93, -2.24], [0.94, 0.92, -1.20], [-1.37, 0.45, -1.83], [-1.39, -0.90, -0.06]],
  "lowdin_charge": [0.152, -0.155, -0.345, -0.105, -0.617, 0.761, -0.329, -0.053, 0.127, 0.154, 0.142, 0.095, 0.157, 0.015]
}

***

2.
{
  "formula": "C4H6BrNO2",
  "method": "ωB97M-V/def2-TZVPD",
  "smiles": "N[C@@H]1CC(=O)O[C@@H]1Br",
  "largest_force_ev_per_a": 1.9,
  "charge": 0,
  "homo_ev": -9.983,
  "e_lumo_ha": 0.0195,
  "e_tot_ha": -2935.276547,
  "relative_energy_ev": 0.000,
  "species": ["N", "C", "C", "C", "O", "O", "C", "Br", "H", "H", "H", "H", "H", "H"],
  "coordinates": [[-1.411, -0.937, 0.789], [-0.512, 0.107, 0.336], [-0.140, 0.049, -1.133], [1.234, 0.677, -1.151], [1.844, 1.149, -2.084], [1.729, 0.728, 0.125], [0.858, 0.128, 1.025], [1.523, -1.692, 1.312], [-1.962, -0.606, 1.561], [-2.051, -1.170, 0.048], [-0.982, 1.075, 0.490], [-0.179, -0.930, -1.579], [-0.757, 0.745, -1.684], [0.807, 0.677, 1.947]],
  "forces_ev_per_a": [[0.23, -0.01, -0.25], [-0.36, -0.45, -0.10], [0.00, 0.90, 0.28], [1.10, 0.50, -1.39], [-0.91, -0.80, 1.43], [0.24, 0.75, -0.25], [-0.51, -0.75, -0.38], [-0.06, 0.13, 0.33], [-0.18, -0.03, 0.30], [-0.17, -0.14, -0.11], [0.23, 0.48, 0.24], [0.19, -0.41, -0.12], [-0.31, -0.15, -0.45], [0.51, -0.04, 0.47]],
  "lowdin_charge": [0.034, -0.426, -0.041, -0.442, 0.130, -0.028, -0.637, 0.734, 0.078, 0.077, 0.147, 0.134, 0.132, 0.109]
}

***

3.
{
  "formula": "C4H6BrNO2",
  "method": "ωB97M-V/def2-TZVPD",
  "largest_force_ev_per_a": 4.6,
  "charge": 0,
  "homo_ev": -9.284,
  "e_lumo_ha": -0.0210,
  "e_tot_ha": -2935.053409,
  "relative_energy_ev": 6.072,
  "species": ["C", "C", "C", "C", "N", "O", "O", "Br", "H", "H", "H", "H", "H", "H"],
  "coordinates": [[0.403, -0.501, -0.144], [-0.505, 0.231, -1.096], [-0.158, -0.159, 1.221], [-1.697, 0.398, -0.122], [-2.138, 1.823, -0.002], [-1.356, 2.690, -0.279], [-3.297, 1.963, 0.336], [-3.172, -0.776, 0.002], [0.234, -1.559, -0.531], [1.551, -0.481, -0.251], [-0.093, 1.203, -1.437], [-0.864, -0.471, -1.891], [-0.671, -1.014, 1.772], [0.005, 0.799, 1.770]],
  "forces_ev_per_a": [[2.59, -2.27, -1.20], [-0.71, -0.27, -0.63], [-4.39, 0.16, -1.28], [2.83, 0.32, 2.28], [-1.40, -1.62, 0.13], [0.60, 0.75, 0.07], [0.21, 1.00, 0.19], [0.47, -0.26, -0.45], [0.07, 0.70, 1.77], [-1.63, 0.75, 0.08], [-0.74, -0.66, 0.00], [0.66, 1.09, 0.02], [1.07, 1.40, -0.37], [0.38, -1.07, -0.60]],
  "lowdin_charge": [-0.287, -0.216, 0.046, -0.636, -0.444, 0.069, -0.012, 0.805, 0.121, 0.128, 0.119, 0.112, 0.095, 0.099]
}

***

4.
{
  "formula": "C4H6BrNS",
  "method": "ωB97M-V/def2-TZVPD",
  "largest_force_ev_per_a": 4.4,
  "charge": 0,
  "homo_ev": [-8.276, -7.871],
  "e_lumo_ha": [-0.0321, -0.0337],
  "e_tot_ha": -3182.720685,
  "relative_energy_ev": 6.792,
  "species": ["C", "C", "C", "C", "N", "S", "Br", "H", "H", "H", "H", "H", "H"],
  "coordinates": [[-1.065, -1.063, 1.852], [-0.977, 0.233, 1.308], [-0.457, 1.958, -0.910], [1.414, 0.037, -1.725], [0.130, 0.421, 0.632], [1.020, 1.860, -1.732], [-0.989, 3.604, -0.520], [-1.755, -1.230, 2.707], [-0.427, -1.837, 1.652], [-1.682, 1.085, 1.423], [0.621, -0.418, -1.144], [2.312, -0.178, -1.060], [1.627, -0.292, -2.723]],
  "forces_ev_per_a": [[-3.00, 2.20, 2.26], [1.55, -0.24, -1.00], [2.12, -3.21, -0.06], [0.93, 0.74, 1.62], [-1.67, 0.90, 0.45], [0.03, -0.45, -0.15], [-0.72, 2.13, 0.45], [0.44, 0.09, -0.69], [1.69, -1.50, -0.88], [0.07, -0.93, 0.17], [-0.30, -0.30, -0.80], [-0.86, 0.76, -0.92], [-0.28, -0.18, -0.45]],
  "lowdin_charge": [0.054, -0.356, -1.085, -0.362, 0.055, 0.753, 0.693, 0.062, 0.019, 0.097, -0.009, 0.062, 0.017]
}

***

5.
{
  "formula": "C4H6Cl2FN",
  "method": "ωB97M-V/def2-TZVPD",
  "smiles": "C[C@]1(N)[C@H](Cl)[C@@]1(F)Cl",
  "largest_force_ev_per_a": 5.5,
  "charge": 0,
  "homo_ev": -9.178,
  "e_lumo_ha": 0.0256,
  "e_tot_ha": -1230.943443,
  "relative_energy_ev": 1.853,
  "species": ["C", "C", "N", "C", "Cl", "C", "F", "Cl", "H", "H", "H", "H", "H", "H"],
  "coordinates": [[1.371, 0.754, 0.032], [0.204, -0.220, 0.062], [0.385, -1.169, 1.018], [-0.728, -0.559, -1.107], [-0.528, 0.141, -2.700], [-1.232, 0.336, 0.003], [-1.330, 1.625, -0.500], [-2.593, -0.004, 1.033], [1.225, 1.532, -0.798], [2.363, 0.176, -0.139], [1.388, 1.212, 1.043], [1.176, -0.745, 1.698], [-0.596, -1.429, 1.552], [-1.105, -1.651, -1.196]],
  "forces_ev_per_a": [[0.55, 0.21, -1.49], [-1.42, 2.34, -0.90], [0.26, -2.16, 5.08], [-0.52, -2.26, 0.13], [0.07, -0.10, 0.05], [0.42, 1.36, -2.22], [-0.11, -0.22, 0.87], [0.44, -0.25, 0.01], [0.42, -1.05, 1.41], [-1.71, 0.94, 0.21], [0.17, 0.08, -0.75], [-2.90, -1.81, -1.47], [3.59, 0.92, -1.37], [0.74, 2.00, 0.45]],
  "lowdin_charge": [-0.033, -0.625, 0.028, -0.582, 0.658, -0.828, -0.063, 0.727, 0.095, 0.118, 0.089, 0.145, 0.126, 0.142]
}

***

6.
{
  "formula": "C4H6Cl2N2",
  "method": "ωB97M-V/def2-TZVPD",
  "smiles": "ClC(Cl)C1=NNCC1",
  "largest_force_ev_per_a": 3.5,
  "charge": 0,
  "homo_ev": -8.308,
  "e_lumo_ha": 0.0286,
  "e_tot_ha": -1185.848449,
  "relative_energy_ev": 1.116,
  "species": ["Cl", "C", "Cl", "C", "N", "N", "C", "C", "H", "H", "H", "H", "H", "H"],
  "coordinates": [[-3.018, -1.102, -0.567], [-1.313, -1.491, -0.240], [-0.786, -2.843, -1.287], [-0.335, -0.404, -0.292], [0.658, -0.361, -1.170], [1.435, 0.686, -0.962], [1.160, 1.342, 0.369], [-0.225, 0.644, 0.724], [-1.513, -1.858, 0.759], [2.306, 0.654, -1.461], [1.842, 0.866, 1.073], [1.123, 2.407, 0.411], [-1.167, 1.347, 0.874], [-0.167, 0.112, 1.769]],
  "forces_ev_per_a": [[-0.55, 0.74, -0.71], [-0.11, -1.15, -0.12], [-0.30, 0.06, 0.31], [2.17, 0.23, -2.20], [-2.50, -0.88, 1.15], [-0.43, 1.47, 0.58], [-0.93, -2.94, -0.15], [-1.12, 1.35, 3.07], [1.03, -0.29, 0.26], [0.12, 0.17, 0.39], [0.43, 0.77, 0.15], [0.26, 0.60, -0.29], [1.90, -1.20, -0.78], [0.03, 1.08, -1.67]],
  "lowdin_charge": [0.557, -1.054, 0.573, -0.453, 0.044, -0.071, -0.100, -0.138, 0.041, 0.124, 0.103, 0.093, 0.142, 0.136]
}

***

7.
{
  "formula": "C4H6Cl2N3O2",
  "method": "ωB97M-V/def2-TZVPD",
  "multiplicity": 3,
  "largest_force_ev_per_a": 3.3,
  "s_squared": 2.010,
  "charge": 1,
  "homo_ev": [-12.623, -14.670],
  "e_lumo_ha": [-0.1480, -0.2909],
  "e_tot_ha": -1390.602877,
  "species": ["C", "C", "C", "C", "N", "N", "N", "O", "O", "Cl", "Cl", "H", "H", "H", "H", "H", "H"],
  "coordinates": [[-0.123, 0.001, -0.379], [2.056, -0.682, -0.114], [2.011, 0.844, -0.151], [-2.601, 0.027, -0.330], [0.620, -1.077, -0.252], [0.538, 1.085, -0.161], [-2.373, -0.271, 1.092], [-2.240, -1.447, 1.382], [-2.263, 0.715, 1.787], [-3.056, 1.615, -0.777], [-2.979, -1.292, -1.233], [2.747, -0.912, -0.865], [2.344, -1.279, 0.706], [2.409, 1.240, 0.690], [2.342, 1.411, -0.960], [0.271, -1.898, -0.738], [0.296, 1.920, 0.302]],
  "forces_ev_per_a": [[2.41, -0.24, 1.08], [-0.52, 0.07, -0.29], [-2.56, -1.57, 0.08], [-1.98, 0.73, 0.78], [-1.23, 0.09, -2.38], [0.58, 0.34, 0.00], [-0.15, 0.23, -1.04], [0.07, 0.59, 0.34], [0.27, -0.09, 0.75], [0.48, -1.01, 0.25], [0.02, -0.41, -0.94], [0.23, -1.33, -1.81], [0.94, 0.46, 1.65], [1.11, 1.40, 2.78], [1.29, -0.01, -1.73], [0.49, -0.26, 0.28], [-1.45, 1.00, 0.18]],
  "lowdin_charge": [-0.029, -0.048, -0.037, -1.159, 0.124, 0.126, -0.496, 0.043, 0.054, 0.774, 0.856, 0.117, 0.125, 0.104, 0.123, 0.167, 0.157]
}

***

8.
{
  "formula": "C4H6Cl2O",
  "method": "ωB97M-V/def2-TZVPD",
  "smiles": "C/C(Cl)=C/Cl.C=O",
  "largest_force_ev_per_a": 4.0,
  "charge": 0,
  "homo_ev": -9.606,
  "e_lumo_ha": 0.0248,
  "e_tot_ha": -1151.554474,
  "relative_energy_ev": 2.024,
  "species": ["C", "C", "Cl", "C", "Cl", "H", "H", "H", "H", "C", "O", "H", "H"],
  "coordinates": [[0.267, 1.772, -0.894], [0.735, 0.518, -0.264], [0.950, 0.846, 1.496], [0.925, -0.689, -0.782], [1.507, -1.951, 0.238], [0.908, 2.186, -1.605], [0.237, 2.617, -0.046], [-0.767, 1.732, -1.396], [0.461, -0.895, -1.773], [-1.304, -1.591, 1.217], [-2.119, -0.724, 1.004], [-0.792, -1.427, 2.208], [-1.009, -2.394, 0.598]],
  "forces_ev_per_a": [[-2.76, 2.15, 1.61], [-0.01, 0.50, 1.50], [0.44, -0.65, -0.89], [-0.95, 0.53, -0.03], [0.27, -0.35, -0.64], [1.36, 0.28, -1.35], [-0.28, -1.96, -2.04], [1.42, -0.22, 0.96], [1.00, -0.16, 0.76], [-0.49, 2.77, 2.90], [-0.14, -0.79, -1.11], [0.23, -1.01, -0.63], [-0.08, -1.08, -1.04]],
  "lowdin_charge": [-0.149, -0.741, 0.618, -0.588, 0.639, 0.042, 0.098, 0.114, 0.109, -0.223, -0.023, 0.076, 0.028]
}